1.
{"formula": "C4H7NO", "method": "ωB97M-V with the def2-TZVPD basis set", "e_above_lowest_kj_mol": 302.4, "smiles": "C=C=N[C@H](C)O", "spin_multiplicity": 1, "lumo_energy_ev": 0.82, "homo_energy_ev": -8.748, "symbols": ["C", "N", "H", "O", "C", "H", "H", "H", "H", "H", "H", "C", "C"], "positions_angstrom": [[-1.059211, 0.108271, -0.439139], [1.708949, -0.039963, -0.237145], [0.257632, 0.603300, 2.477303], [0.003881, -1.936861, -0.543510], [0.222873, -0.602815, -0.838702], [-1.032237, 1.194079, -0.544993], [0.263924, 2.240308, 1.559835], [-1.538780, -0.186858, 0.508812], [0.418265, -0.415505, -1.891657], [-1.650481, -0.306979, -1.257971], [0.543867, -2.484727, -1.122887], [1.320889, 0.632026, 0.714417], [0.540430, 1.195726, 1.615638]], "atomic_forces_ev_per_a": [[-0.03, -0.14, -0.62], [-2.28, -0.40, 0.45], [0.14, 0.18, 0.08], [0.69, 0.03, -0.06], [1.05, 0.63, 0.16], [0.08, -0.21, 0.04], [0.05, -0.10, -0.02], [0.63, 0.05, -0.37], [-0.02, -0.18, -0.13], [-0.67, 0.31, 0.15], [0.12, -0.03, 0.13], [-0.64, -0.33, -0.23], [0.87, 0.19, 0.41]]}


2.
{"formula": "Cl2H2NO3P", "method": "ωB97M-V with the def2-TZVPD basis set", "e_above_lowest_kj_mol": 267.6, "spin_multiplicity": 1, "lumo_energy_ev": -2.29, "homo_energy_ev": -9.034, "symbols": ["O", "N", "H", "H", "O", "P", "Cl", "O", "Cl"], "positions_angstrom": [[2.695854, 1.763923, -0.666058], [1.367326, 0.342391, 0.934962], [2.280297, 0.427494, 1.399364], [0.573711, -0.315557, 1.235008], [3.465916, -1.227201, -0.836534], [1.659190, 0.613788, -0.652604], [3.666671, 2.088422, 0.716510], [0.551274, 0.720594, -1.553983], [2.942430, -2.383476, 0.190497]], "atomic_forces_ev_per_a": [[1.84, 1.66, 0.26], [-0.92, -0.86, -0.59], [-1.04, -0.86, 0.71], [2.21, 1.28, -0.49], [-1.89, 2.42, -0.25], [0.75, -2.81, 2.27], [-0.31, -0.14, -1.00], [-0.53, -0.25, -1.29], [-0.13, -0.44, 0.38]]}


3.
{"formula": "C16H38N2O6P2", "method": "ωB97M-V with the def2-TZVPD basis set", "e_above_lowest_kj_mol": 0.0, "smiles": "CCCCCCCCO[P@](=O)(O)OP(C)C.CNC(C)=O.CNC(C)=O", "spin_multiplicity": 1, "lumo_energy_ev": 0.12, "homo_energy_ev": -8.904, "symbols": ["H", "H", "H", "H", "P", "H", "H", "H", "H", "C", "C", "H", "C", "H", "H", "H", "O", "C", "P", "H", "C", "N", "H", "C", "O", "C", "C", "H", "C", "C", "C", "H", "H", "H", "H", "C", "H", "O", "H", "H", "H", "H", "H", "C", "H", "C", "H", "H", "O", "H", "H", "C", "H", "H", "H", "H", "H", "O", "H", "O", "N", "H", "C", "H"], "positions_angstrom": [[1.331171, 4.922745, -5.298315], [-2.689193, -3.269246, -4.918003], [-2.134208, 3.309468, -0.163627], [1.496621, 0.460769, -4.745361], [2.790763, 1.825364, -1.247159], [0.302166, -3.364439, 4.085386], [2.710791, 0.700353, 2.497383], [0.973590, 1.369172, 5.872620], [-0.617729, -0.750638, -2.938575], [-1.520604, -3.658899, 1.468161], [2.719780, 0.817435, 3.583920], [0.173429, -2.632594, 1.737598], [-1.439172, 2.372839, -0.308115], [-0.856815, 2.762776, 1.892715], [-0.893249, 2.506775, -1.334616], [-2.932943, -2.505008, -2.135056], [1.516581, 2.331412, -2.320529], [-1.716481, -0.499705, -2.575757], [2.125568, 2.858728, -3.868731], [-1.264855, -3.502628, -3.601453], [1.125382, 2.619342, 0.689401], [-0.355604, -3.403789, 2.127422], [2.114760, 1.683307, 3.859145], [-1.637897, -0.313837, -0.940512], [3.996256, 3.064447, -0.932994], [-2.381128, -4.786288, 1.968681], [-1.927537, -2.730181, -4.186064], [-0.489769, -0.142989, -0.687780], [1.151861, -0.571396, 4.989662], [-2.428474, 1.026365, -0.379402], [1.354511, 1.581984, -5.122360], [1.164462, 5.259495, -3.367426], [1.748708, 1.756829, -6.210170], [-2.050567, 0.487301, -3.129230], [-3.275286, -4.870413, 1.345207], [-0.446032, 2.138766, 0.980563], [-2.693846, -4.588057, 2.997032], [-1.837078, -2.975440, 0.497307], [3.747481, 0.971913, 3.922054], [-1.991590, -1.295754, -0.391975], [0.181839, 1.796522, -5.069380], [2.727272, -1.268785, 3.976067], [-0.464676, -4.903864, 3.618513], [1.101823, 4.475434, -4.235792], [1.159607, -4.497219, 3.008464], [-2.662822, -1.788435, -3.046484], [-0.390234, 1.018195, 1.352996], [-1.830397, -5.728581, 1.912735], [0.866406, -1.689959, 5.410570], [-0.481453, 0.362796, 6.000288], [-1.176683, -2.121953, -4.883816], [0.181315, -4.092101, 3.279002], [-0.070334, 1.095765, 4.438218], [4.927687, 2.714689, -1.166402], [-2.757141, 0.845768, 0.753542], [-3.691481, -1.407661, -3.512237], [-3.357896, 1.316451, -1.041821], [3.529543, 0.503279, -1.797606], [1.515573, 3.016764, 1.744949], [2.006366, 1.500401, 0.313214], [2.230726, -0.407927, 4.173418], [-0.031748, 4.100626, -4.249564], [0.345463, 0.647628, 5.344243], [1.177420, 3.545883, -0.034166]], "atomic_forces_ev_per_a": [[-0.17, -0.93, 2.24], [1.56, 1.01, 1.79], [1.51, -1.73, -0.08], [0.02, 2.58, -0.87], [2.45, -4.47, -0.79], [0.08, -0.32, 0.10], [0.08, 0.32, 0.05], [-0.10, 0.09, -0.16], [-2.23, 0.56, 0.64], [0.45, 0.57, -0.27], [0.33, -0.26, -0.27], [-0.13, -0.18, 0.09], [-0.89, -1.25, 0.16], [0.92, -1.13, -1.82], [-0.72, -0.36, 2.07], [0.67, 1.77, -1.84], [2.40, 0.01, 1.72], [0.40, -0.82, 0.00], [0.46, 0.22, -1.06], [-1.33, 1.28, -1.34], [-1.22, 1.47, 2.42], [-0.76, -0.15, -0.49], [0.07, -0.27, 0.02], [0.27, 0.72, -0.10], [-1.43, -2.41, -0.87], [-0.24, -0.11, -0.06], [0.55, 0.24, -0.03], [-2.31, -0.45, -0.36], [0.23, -0.78, 0.01], [0.38, 0.48, 0.30], [-1.88, -0.16, 0.80], [0.24, -1.50, -1.81], [-0.63, -0.31, 2.22], [0.60, -1.95, 1.16], [0.27, 0.14, 0.06], [0.83, 0.57, -0.36], [0.09, -0.19, -0.03], [-0.07, -0.63, 0.39], [-0.05, 0.27, -0.12], [0.77, 2.35, -1.31], [2.37, -0.62, -0.46], [-0.10, 0.22, 0.06], [0.08, 0.19, -0.19], [-2.15, -0.76, 0.30], [-0.03, -0.16, 0.23], [-0.52, -0.10, -0.56], [-0.21, 2.18, -1.04], [-0.08, 0.04, 0.19], [0.01, 0.46, -0.08], [0.25, -0.08, -0.17], [-1.71, -1.08, 1.55], [0.31, 0.30, 0.16], [0.09, 0.14, 0.10], [-2.40, 0.29, 0.28], [0.41, 0.31, -2.54], [2.19, -0.69, 1.12], [1.70, -0.85, 1.36], [-3.02, 5.36, 2.27], [-0.56, -0.86, -2.31], [0.65, 2.46, -4.15], [-0.60, -0.13, 0.42], [2.20, 1.03, -0.08], [-0.21, 0.05, 0.15], [-0.16, -2.02, 1.20]]}


4.
{"formula": "C20H20N4O2PtS", "method": "ωB97M-V with the def2-TZVPD basis set", "e_above_lowest_kj_mol": 16.8, "spin_multiplicity": 3, "lumo_energy_ev": [0.47, -0.57], "homo_energy_ev": [-5.761, -7.265], "s2": 2.0173, "symbols": ["H", "C", "C", "C", "H", "C", "Pt", "C", "H", "H", "H", "C", "H", "C", "H", "C", "H", "N", "C", "S", "H", "C", "H", "C", "H", "C", "C", "H", "C", "O", "H", "H", "N", "H", "C", "H", "H", "O", "N", "H", "C", "C", "H", "C", "N", "H", "C", "C"], "positions_angstrom": [[-0.540980, 2.995081, 4.378373], [-0.700994, 1.051245, 2.708412], [-1.232709, -2.321430, 1.415056], [-0.579696, 3.377338, 3.363469], [1.429889, -2.615675, -5.741177], [1.059906, -2.641490, -4.723144], [-0.457704, 0.081204, -0.083577], [-0.343594, -2.875915, -0.738579], [0.976483, -0.512303, -4.562345], [-0.684672, 4.670405, -0.247979], [0.224758, -4.806821, -2.287203], [2.150007, 1.729543, -0.324566], [2.594175, 4.938443, -0.371496], [-0.530034, 4.730425, 3.149342], [-0.563682, 6.260789, 1.628332], [2.720759, 3.051848, 1.699920], [1.430556, 1.319573, -2.208741], [1.934134, 2.012541, -1.617103], [0.841844, -3.875244, -4.094746], [2.031533, 0.178000, 0.414502], [-0.933347, -3.330710, 1.710157], [0.309901, -1.417414, -2.742696], [0.307776, -1.427211, 2.619792], [-0.656081, 4.317750, 0.775374], [1.883091, 3.816228, -2.786188], [-0.695714, 2.441575, 2.313828], [-0.582017, 5.195169, 1.825499], [-1.288618, -1.466845, 3.394297], [0.118449, -2.675769, -2.095105], [0.065370, -0.247871, -2.228690], [1.991946, 2.469192, 2.258482], [-0.396384, -3.920191, -0.413743], [-0.699462, -1.978105, 0.095627], [-2.323428, -2.289155, 1.349957], [2.403036, 3.917643, -0.646647], [-0.456296, 5.420380, 3.978395], [-0.358242, 0.842081, 3.727248], [-0.728433, 2.173729, -0.107281], [-1.022283, 0.056880, 1.953209], [1.026917, -4.805109, -4.613339], [-0.766297, -1.300891, 2.449227], [2.048312, 3.366017, -1.825302], [3.724848, 2.713708, 1.951288], [-0.711370, 2.909824, 0.962118], [2.466765, 2.890390, 0.277223], [2.606241, 4.103590, 1.948066], [0.388255, -3.866068, -2.802106], [0.812386, -1.462875, -4.069840]], "atomic_forces_ev_per_a": [[0.00, -0.01, 0.00], [-0.01, 0.04, -0.09], [0.00, 0.02, -0.13], [-0.01, 0.01, 0.00], [0.00, 0.00, -0.01], [0.01, 0.04, -0.01], [0.21, -0.12, -0.52], [0.00, 0.00, -0.25], [-0.02, 0.00, 0.01], [0.00, -0.01, 0.00], [0.00, -0.01, 0.00], [0.18, -0.28, 0.31], [0.02, 0.00, -0.01], [0.02, 0.00, -0.01], [0.01, 0.00, 0.00], [0.05, -0.05, -0.02], [0.37, 0.38, 0.36], [-0.68, -0.68, -0.43], [-0.02, -0.01, 0.04], [-0.24, 0.32, -0.09], [-0.01, -0.01, 0.02], [-0.03, 0.42, 0.22], [0.01, 0.01, 0.01], [0.00, 0.05, 0.05], [-0.03, 0.01, 0.00], [-0.03, -0.08, 0.08], [-0.01, 0.01, 0.00], [-0.01, -0.01, 0.01], [-0.01, -0.15, 0.22], [0.16, 0.03, -0.09], [0.03, 0.02, -0.03], [-0.06, -0.01, -0.04], [0.08, 0.00, 0.29], [-0.01, 0.00, 0.01], [0.00, -0.08, -0.04], [-0.01, 0.01, 0.00], [-0.05, 0.04, 0.04], [-0.06, 0.20, 0.09], [0.06, -0.10, 0.35], [0.02, 0.00, 0.00], [-0.03, 0.04, -0.03], [0.03, 0.10, -0.10], [0.01, 0.01, -0.01], [0.06, -0.10, -0.11], [-0.05, 0.00, 0.04], [-0.02, 0.01, 0.01], [0.05, -0.03, -0.04], [0.00, -0.04, -0.09]]}